Entry 1:
109
Properties=species:S:1:pos:R:3 method="wB97M-V/def2-TZVPD" molar_mass_da=842.6 charge=-1 homo_energy_ha="-0.1135 / -0.1854" multiplicity=2 homo_lumo_gap_ev="4.18 / 6.14" total_energy_ev=-86562.03716 lumo_ev="1.0951 / 1.0940" max_force_ev_per_a=8.72
Li -0.6599 1.3049 4.6024
Li -0.0060 -1.5742 -3.4208
C 1.7376 -1.3137 0.3429
C 1.2192 -0.7422 1.4507
C -0.1442 -0.1711 1.5502
O -0.7435 0.2962 2.6382
C -0.9698 -0.1190 0.4256
C -0.4933 -0.6505 -0.8397
C 1.0014 -1.2794 -0.8811
O 1.4896 -1.7085 -1.8981
O -1.1851 -0.6987 -1.8681
O 2.0315 -0.7684 2.5003
H 2.7637 -1.6474 0.2973
H -2.0142 0.1331 0.5356
C 2.3292 2.6162 4.3130
O 1.1900 2.4207 4.4688
N 3.1166 1.7824 3.7414
N 2.9432 3.7425 4.5594
H 3.9930 2.0964 3.3498
H 2.5954 1.0318 3.3113
H 3.9285 3.5514 4.6727
H 2.3294 4.4865 4.8590
C 2.8456 2.4768 -1.1695
O 3.4303 2.7230 -0.1192
N 2.2111 3.3514 -1.7753
N 2.9151 1.3330 -1.8356
H 2.0670 4.2229 -1.2856
H 1.6859 3.1584 -2.6161
H 2.2238 1.1204 -2.5407
H 3.6335 0.6724 -1.5757
C -3.6319 -3.0382 1.5541
O -4.0231 -4.0308 2.1473
N -4.3414 -2.0018 1.4049
N -2.6079 -3.0218 0.8031
H -5.3382 -2.0940 1.5392
H -4.0126 -1.2462 0.8209
H -2.0883 -3.8849 0.7314
H -2.3398 -2.2793 0.1731
C -0.7847 4.2696 0.5359
O -1.1698 5.3446 0.0657
N -1.5103 3.2391 0.5149
N 0.4470 4.0110 0.9321
H -2.4109 3.2457 0.0578
H -1.0436 2.3990 0.8256
H 1.1357 4.7483 0.9790
H 0.5838 3.0883 1.3193
C -2.2051 -0.4424 -5.7181
O -1.4268 -0.4130 -4.7489
N -1.8856 0.0253 -6.8937
N -3.4287 -0.6869 -5.5884
H -2.5720 -0.2335 -7.5879
H -0.9676 0.4254 -7.0251
H -4.1414 -0.4369 -6.2589
H -3.8051 -0.9857 -4.7000
C -3.6121 2.2863 3.9077
O -2.6361 2.2904 4.6265
N -4.6658 2.9514 4.2550
N -3.8228 1.6213 2.8291
H -4.6260 3.2883 5.2063
H -5.3965 3.0823 3.5702
H -3.0953 1.0335 2.4480
H -4.6588 1.7627 2.2802
C -4.5117 -0.6033 -1.5558
O -5.6654 -0.4368 -1.3734
N -3.6453 0.3030 -1.3272
N -3.9769 -1.6176 -2.1507
H -3.9329 1.2445 -1.1015
H -2.6638 0.1214 -1.4809
H -4.4900 -2.4517 -2.3980
H -2.9775 -1.4862 -2.0879
C 1.7885 -4.7587 1.7639
O 1.8158 -5.9475 1.9109
N 2.6940 -3.8882 2.1445
N 0.9133 -4.1970 1.0218
H 2.6018 -2.9323 1.8317
H 3.4576 -4.1445 2.7538
H 1.0608 -3.2257 0.7874
H 0.3121 -4.8157 0.4965
C -0.5987 2.4713 -3.8217
O 0.5126 1.9419 -3.6833
N -1.5645 2.5889 -2.9608
N -0.9673 2.9748 -4.9752
H -1.4119 2.2494 -2.0219
H -2.3935 3.1369 -3.1415
H -0.2471 3.2315 -5.6352
H -1.9583 3.1198 -5.1055
C 5.3884 -0.9065 1.6785
O 6.5798 -0.9565 1.4261
N 4.8147 -1.5173 2.7123
N 4.6111 -0.1301 0.9996
H 5.4484 -2.0692 3.2726
H 3.8086 -1.6050 2.7213
H 5.0504 0.4299 0.2830
H 3.6362 -0.1063 1.2624
O 1.4562 -1.3534 -4.7243
H 1.3324 -0.4784 -5.0920
H 2.3895 -1.3966 -4.5163
O -1.4713 -2.1453 4.2960
H -1.6087 -1.3523 4.8142
H -1.2865 -1.8258 3.4128
O 4.0475 -1.2485 -2.4035
H 3.1753 -1.5130 -2.1112
H 4.6317 -1.9226 -2.0563
O 1.6241 -2.5398 4.9646
H 1.4439 -2.0437 4.1660
H 1.0992 -3.3354 4.8764
O 2.7554 -3.9871 -2.6548
H 3.0474 -3.9503 -3.5656
H 2.4915 -3.0898 -2.4510

=====

Entry 2:
82
Properties=species:S:1:pos:R:3 method="wB97M-V/def2-TZVPD" smiles="NC(N)=O.NC(N)=O.CCO.CCO.CCO.CCO.CCO.CCO.CO.CO" molar_mass_da=460.6 charge=0 homo_energy_ha=-0.3353 homo_lumo_gap_ev=9.55 total_energy_ev=-43865.80455 relative_energy_kj_mol=217.0 lumo_ev=0.4240 max_force_ev_per_a=9.25
N -0.3251 -5.6161 3.5663
C -0.7884 -4.4389 3.3294
N -2.0840 -4.4536 3.4823
O -0.1440 -3.2566 2.8773
H 0.6702 -5.7453 3.4545
H -0.7507 -6.3997 4.0048
H -2.4643 -3.5390 3.4770
H -2.6182 -5.2661 3.8512
N -2.0233 3.9100 -2.9940
C -0.8186 3.5161 -2.6013
N -0.0818 3.1982 -3.5595
O -0.4244 3.5102 -1.2543
H -2.7147 4.1843 -2.2613
H -2.2797 4.2692 -3.9048
H 0.8253 2.9498 -3.3011
H -0.3843 3.1791 -4.5231
C 3.2020 4.6386 -2.7145
C 2.9343 3.3935 -1.8243
O 2.6737 2.3302 -2.6650
H 2.3624 4.9547 -3.2855
H 3.9738 4.3123 -3.3880
H 3.7411 5.3853 -2.1743
H 2.0944 3.6499 -1.1580
H 3.7224 3.0540 -1.1732
H 3.6139 2.1452 -2.9644
C -2.2583 2.6194 2.5196
C -3.0845 1.9721 1.4676
O -4.0654 2.7515 0.8481
H -1.4631 1.9234 2.8904
H -2.8728 2.9430 3.3479
H -1.6524 3.4499 2.0752
H -3.5127 1.0194 1.7709
H -2.3928 1.6951 0.6323
H -4.7923 2.8098 1.5041
C -3.2413 -1.0694 -0.7278
C -2.0836 -2.1661 -0.7059
O -2.0504 -2.4195 0.7191
H -4.1988 -1.4585 -0.3510
H -3.3455 -0.6557 -1.7257
H -3.0352 -0.3513 -0.0229
H -1.1808 -1.9125 -1.3061
H -2.4228 -3.1465 -1.1230
H -1.5204 -3.2651 0.8581
C 1.4079 0.6039 -0.0434
C 0.2226 0.1214 0.8886
O 0.5838 -1.0488 1.5699
H 1.0106 1.5077 -0.4582
H 1.6781 -0.0542 -0.8288
H 2.4194 0.6146 0.3728
H -0.7053 -0.0234 0.2993
H 0.0193 0.9312 1.5769
H -0.1587 -1.6850 1.6071
C -3.2457 -1.6401 4.9229
C -3.1503 -1.1850 3.4762
O -3.8390 -2.1502 2.7532
H -4.2268 -1.9885 5.3076
H -2.9568 -0.7336 5.5748
H -2.5582 -2.4745 5.2644
H -2.1145 -1.0785 3.1072
H -3.7409 -0.2437 3.3695
H -3.4916 -2.0845 1.8326
C 0.0030 0.1876 -3.0112
C 1.1548 -0.8127 -3.3503
O 2.2996 -0.2337 -3.9642
H -0.8076 -0.2816 -2.4601
H -0.4667 0.6849 -3.8190
H 0.4622 0.9235 -2.3598
H 0.8096 -1.5589 -4.0743
H 1.4466 -1.4065 -2.4720
H 2.2504 0.6144 -3.5278
C 4.7756 0.1651 -1.6591
O 6.1121 -0.3934 -1.9359
H 3.9819 -0.0925 -2.3885
H 4.8774 1.2097 -1.3334
H 4.3073 -0.3344 -0.7864
H 6.2961 -0.2857 -2.8604
C 4.1367 -2.4122 0.6958
O 2.8399 -2.3126 0.1232
H 4.1983 -3.2339 1.3644
H 4.2288 -1.5842 1.3564
H 4.9662 -2.5952 0.0495
H 2.2348 -2.2408 0.8534

=====

Entry 3:
84
Properties=species:S:1:pos:R:3 method="wB97M-V/def2-TZVPD" smiles="NC(N)=O.NC(N)=O.NC(N)=O.CC(C)O.CC(C)O.CC(C)O.CO.CO.CO.CO" molar_mass_da=488.6 charge=0 homo_energy_ha=-0.3553 homo_lumo_gap_ev=9.94 total_energy_ev=-46853.59433 relative_energy_kj_mol=0.0 lumo_ev=0.2715 max_force_ev_per_a=1.36
N -19.9809 -16.1136 -11.7853
C -19.9538 -14.8481 -12.2589
N -20.9280 -14.5587 -13.1465
O -19.1380 -14.0026 -11.8240
H -19.4008 -16.3904 -11.0120
H -20.5474 -16.8219 -12.2185
H -20.9714 -13.6893 -13.6714
H -21.5712 -15.2915 -13.3931
N -19.8031 -10.0867 -14.9573
C -19.9676 -11.2477 -14.2772
N -19.2159 -11.3698 -13.1517
O -20.7691 -12.1224 -14.6572
H -19.1959 -9.3517 -14.6551
H -20.3575 -9.9308 -15.7802
H -19.3202 -12.2406 -12.6299
H -18.6801 -10.5948 -12.8207
N -20.4213 -13.3778 -17.3008
C -21.5291 -12.9616 -17.9802
N -22.4013 -12.2210 -17.2281
O -21.7382 -13.2430 -19.1564
H -19.7058 -13.8596 -17.8118
H -20.2143 -13.0643 -16.3669
H -23.3374 -12.1138 -17.5672
H -22.1840 -12.0258 -16.2625
C -17.6020 -13.6033 -15.4402
C -16.2421 -13.5115 -14.7928
C -16.0591 -14.6475 -13.7805
O -15.2436 -13.5056 -15.7952
H -18.3774 -13.4824 -14.6838
H -17.7362 -14.5096 -16.0351
H -17.8146 -12.7967 -16.1508
H -16.2185 -12.5691 -14.2326
H -16.9065 -14.5997 -13.0969
H -15.0957 -14.6168 -13.2724
H -16.1001 -15.5890 -14.3351
H -14.3644 -13.5818 -15.4171
C -19.7289 -10.1376 -8.8999
C -19.0904 -11.5057 -8.9795
C -18.7957 -12.0599 -7.5916
O -20.0071 -12.3915 -9.6266
H -20.7437 -10.1972 -8.5101
H -19.8054 -9.7248 -9.9122
H -19.0909 -9.4400 -8.3556
H -18.1742 -11.4136 -9.5771
H -17.9785 -11.5214 -7.0962
H -18.4624 -13.0979 -7.6523
H -19.6527 -12.0105 -6.9204
H -19.4877 -13.0055 -10.1691
C -20.6883 -19.5009 -15.6014
C -20.1234 -18.5068 -14.5942
C -19.2594 -17.4335 -15.2347
O -21.1986 -17.9256 -13.8754
H -19.9415 -20.1016 -16.1305
H -21.2192 -18.9784 -16.4050
H -21.3540 -20.2459 -15.1631
H -19.4757 -19.0388 -13.8898
H -19.8727 -16.7078 -15.7800
H -18.5452 -17.8026 -15.9734
H -18.7133 -16.9056 -14.4510
H -21.9505 -17.7588 -14.4579
C -16.3562 -14.3894 -9.2175
O -17.3104 -15.1651 -9.9332
H -16.4555 -13.3191 -9.4079
H -16.4604 -14.5769 -8.1516
H -15.3451 -14.6871 -9.5094
H -17.3945 -14.7959 -10.8229
C -19.7817 -16.3177 -7.8371
O -18.4810 -16.8291 -8.0121
H -20.4790 -16.3330 -8.6813
H -20.2964 -16.8678 -7.0456
H -19.7625 -15.2859 -7.4694
H -18.0836 -16.2859 -8.7162
C -23.7574 -16.6089 -16.0313
O -23.3558 -16.1763 -14.7261
H -23.3489 -15.9101 -16.7657
H -23.3566 -17.6027 -16.2277
H -24.8462 -16.6663 -16.1043
H -23.4673 -15.2240 -14.6752
C -23.4615 -17.5345 -10.8687
O -22.6588 -17.2372 -9.7423
H -24.2184 -18.2950 -10.6187
H -24.0128 -16.6666 -11.2216
H -22.8910 -18.0100 -11.6740
H -21.9685 -17.9014 -9.6886